Entry 1:
Formula: C35H67I2N2O10PS
Source: the OMol25 dataset
Level of theory: ωB97M-V with the def2-TZVPD basis set

XYZ file:
```
118
Properties=species:S:1:pos:R:3
C -3.9986 -0.3618 -0.6717
C -3.1870 -0.5108 -1.9278
O -3.6469 -0.5942 -3.0299
O -1.8463 -0.5543 -1.7020
C -1.1430 -1.5528 -2.4400
C -1.5737 -2.9498 -2.0531
C -1.0121 -3.6171 -0.8124
C -1.2149 -5.0033 -0.6281
S -2.0416 -5.9000 -1.9405
C -0.7952 -5.6979 0.5243
P -1.1124 -7.5284 0.7961
N -0.1082 -8.1195 -0.4716
O -2.6395 -7.7252 0.2710
C -0.1047 -5.0142 1.5590
C 0.3284 -5.7515 2.8072
I 2.4622 -5.8125 2.9274
C -0.4482 -5.3789 4.1085
C -1.7196 -4.5774 3.8574
I 0.6579 -4.4364 5.6734
C 0.1114 -3.6538 1.3682
C -0.3191 -2.9770 0.2193
C 0.1560 -1.5524 0.4171
O 0.6473 -0.7542 -0.3044
N 0.1152 -1.3386 1.8834
C 0.7532 -2.6051 2.2501
O 1.6845 -2.6738 2.9761
H -4.3072 0.6714 -0.5221
H -4.8501 -1.0347 -0.6985
H -3.3848 -0.6240 0.1874
H -0.0781 -1.4021 -2.3016
H -1.3383 -1.4210 -3.5051
H -1.3492 -3.5907 -2.9025
H -2.6640 -2.9876 -1.9747
H -0.9684 -6.0492 -2.7264
H 0.5309 -8.7853 -0.0502
H -0.6038 -8.6082 -1.2090
H -2.7222 -8.0163 -0.6433
H 0.1014 -6.7954 2.6628
H -0.7631 -6.3250 4.5405
H -2.3110 -5.0616 3.0769
H -1.5240 -3.5475 3.5694
H -2.3262 -4.5927 4.7600
H -0.8822 -1.4702 2.0674
C 1.1656 1.9701 2.1598
C 0.8098 2.7433 0.9014
O 1.0073 4.1467 0.9866
C 2.3377 4.5559 1.2386
C 3.3349 4.1023 0.1847
H 0.5941 2.3362 3.0151
H 0.9325 0.9186 2.0039
H 2.2247 2.0478 2.4137
H -0.2522 2.6227 0.6855
H 1.3484 2.3323 0.0405
H 2.6607 4.2238 2.2331
H 2.3016 5.6453 1.2671
H 3.4056 3.0149 0.1365
H 4.3276 4.4896 0.4192
H 3.0441 4.4646 -0.8025
C 6.7532 0.6701 -2.1471
C 5.8736 1.6270 -2.9338
O 5.0143 0.9840 -3.8581
C 4.0919 0.0631 -3.3037
C 3.1221 0.6711 -2.3066
H 7.3496 0.0587 -2.8256
H 7.4268 1.2214 -1.4901
H 6.1643 -0.0035 -1.5228
H 6.4958 2.2867 -3.5387
H 5.3016 2.2691 -2.2529
H 4.6230 -0.7837 -2.8530
H 3.5396 -0.3322 -4.1569
H 3.6337 1.0760 -1.4313
H 2.4193 -0.0830 -1.9538
H 2.5589 1.4833 -2.7695
C -4.8827 2.0246 -4.5442
C -6.0937 2.1144 -5.4554
O -6.0661 3.1999 -6.3668
C -4.9783 3.2217 -7.2712
C -4.8914 2.0031 -8.1747
H -4.7649 2.9511 -3.9786
H -5.0004 1.1976 -3.8478
H -3.9610 1.8528 -5.1012
H -6.9923 2.2742 -4.8588
H -6.2355 1.1680 -5.9904
H -4.0334 3.3643 -6.7339
H -5.1345 4.1154 -7.8758
H -4.7235 1.0852 -7.6104
H -4.0631 2.1188 -8.8746
H -5.8141 1.8839 -8.7444
C -3.2565 3.0270 4.3133
C -3.5113 2.6835 2.8570
O -4.5559 1.7464 2.6517
C -5.8372 2.1273 3.1187
C -6.3770 3.3997 2.4885
H -3.0305 2.1258 4.8857
H -2.4094 3.7095 4.3870
H -4.1155 3.5136 4.7776
H -2.6270 2.2109 2.4348
H -3.6904 3.5943 2.2751
H -5.8385 2.2122 4.2115
H -6.4882 1.2894 2.8674
H -5.7604 4.2679 2.7231
H -7.3837 3.5981 2.8574
H -6.4182 3.3014 1.4028
C 5.9582 1.7376 1.4946
C 6.8579 1.0167 2.4828
O 7.5803 1.8789 3.3423
C 6.8012 2.7304 4.1631
C 5.8569 2.0009 5.1036
H 6.5384 2.4314 0.8836
H 5.4707 1.0152 0.8381
H 5.1777 2.3124 1.9958
H 7.6181 0.4505 1.9441
H 6.2771 0.2906 3.0632
H 6.2462 3.4521 3.5518
H 7.5274 3.3017 4.7413
H 5.1037 1.4237 4.5658
H 5.3342 2.7203 5.7349
H 6.4116 1.3143 5.7443
```

Calculated values
* HOMO level: -8.9166 eV
* maximum force: 0.9 eV Å⁻¹
* orbital gap: 0.2965 hartree
* total energy: -3570.55160 hartree

Löwdin population analysis, charges in e, atoms 1 to 8: C 0.0390; C -0.5269; O 0.1147; O -0.0148; C -0.1597; C -0.1317; C -0.1318; C -0.4713

***

Entry 2:
Formula: C10H16N4S2Tl
Source: the OMol25 dataset
Level of theory: ωB97M-V with the def2-TZVPD basis set

XYZ file:
```
33
Properties=species:S:1:pos:R:3
Tl 0.4597 0.0187 -0.6482
S 0.5613 -3.0587 -2.5150
C 1.8182 -3.2248 -1.3731
S 2.5893 -2.4363 -2.6804
C 2.0371 -3.6571 -0.1290
C 3.3382 -3.5093 0.4642
N 4.3781 -3.3397 0.9222
C 0.9365 -4.1715 0.6395
N 0.0105 -4.5160 1.2268
C 1.2610 0.8482 2.3316
N -0.0230 0.2981 1.8772
C -0.2932 -0.9643 2.5804
C -1.1183 1.2559 2.0896
C -1.1085 2.3997 1.0914
N -1.2280 1.9434 -0.3029
C -2.5841 1.4689 -0.6011
C -0.8709 3.0293 -1.2250
H 1.2174 1.1428 3.3862
H 1.5437 1.7257 1.7475
H 2.0435 0.0974 2.2196
H -0.3725 -0.8081 3.6622
H 0.5141 -1.6734 2.3972
H -1.2260 -1.3995 2.2227
H -1.0651 1.6719 3.1039
H -2.0593 0.7086 2.0279
H -0.1834 2.9717 1.1800
H -1.9260 3.0903 1.3362
H -3.3229 2.2636 -0.4449
H -2.8493 0.6212 0.0292
H -2.6396 1.1492 -1.6417
H -1.5470 3.8852 -1.1187
H -0.9284 2.6773 -2.2546
H 0.1458 3.3694 -1.0261
```

Calculated values
* ΔE to the lowest compared entry with this formula, charge and spin: 0.0 kcal per mole
* HOMO level: -12.7286 eV
* maximum force: 0.3 eV Å⁻¹
* orbital gap: 0.3095 hartree
* charge: +1
* total energy: -1578.22784 hartree

natural (NBO) population analysis, charges in e, atoms 1 to 8: Tl 0.8369; S 0.2853; C -0.2533; S 0.3173; C -0.3247; C 0.2502; N -0.2270; C 0.2608